The following is a DFT calculation (ωB97M-V/def2-TZVPD) of a cluster of 2 separate species, C3H6Cl2OSi in total.

For the frontier orbital gap (alpha / beta), the calculation gives 6.370 / 2.768 eV. The value obtained for the LUMO energy (alpha / beta) is -1.30 / -2.92 eV. The energy above the lowest of the compared OMol25 structures with the same formula, charge and spin is 114.88 kcal/mol.

Structure (ORCA input):
```
! RIJCOSX wB97M-V def2-TZVPD def2/J DEFGRID3
* xyz 0 1
Cl 2.371 -3.045 -0.444
Cl 3.512 -0.788 1.706
Si 2.200 -1.165 0.259
O -0.827 -0.130 0.043
C 1.590 0.201 -0.865
C -2.683 1.057 0.924
C -2.101 0.114 0.108
H 1.518 -0.440 -1.874
H 2.335 0.963 -1.002
H -3.591 1.615 0.771
H -1.995 1.406 1.616
H -2.827 -0.361 -0.607
H 0.499 0.573 -0.636
*
```

Results of the Mulliken charge analysis, in e, for atoms 1 through 4: -0.15 -0.15 0.64 -0.61